[1]
58
Properties=species:S:1:pos:R:3:forces:R:3:lowdin_charge:R:1 method="wB97M-V/def2-TZVPD" gap_ev=8.314 de_lowest_kcal_mol=48.4 e_homo_ev=-7.66
C -1.6636 6.4894 -2.2513 0.1 0.2 0.1 -0.08
O -1.9500 5.1421 -2.5450 0.0 -0.4 0.0 -0.08
C -1.3891 4.1741 -1.7784 0.0 -0.2 0.0 -0.27
C -0.5399 4.3988 -0.6980 -0.1 0.3 -0.2 -0.01
C -0.0308 3.3258 0.0058 0.0 -0.4 0.0 0.00
C -0.3542 2.0140 -0.3305 0.0 0.4 -0.1 -0.13
C 0.2535 0.9357 0.4857 0.0 0.1 0.0 -0.38
O 1.2038 1.1264 1.2244 -0.2 0.1 0.0 0.08
N -0.3278 -0.2933 0.3644 -0.2 -0.2 -0.2 0.16
C 0.0994 -1.4024 1.0821 -0.1 -0.3 0.3 -0.13
C -0.6339 -2.5132 1.2456 0.4 0.3 0.1 0.03
C -1.9352 -2.7614 0.6548 -0.4 -0.1 0.1 -0.16
C -3.0002 -3.3517 1.2884 0.4 0.3 0.0 0.00
N -4.0863 -3.4098 0.4669 0.1 0.0 0.0 -0.11
C -5.3746 -3.9409 0.8062 -0.4 -0.1 -0.1 -0.02
C -3.7410 -2.8764 -0.7430 0.3 0.3 -0.3 -0.18
C -4.4916 -2.7331 -1.9045 -0.1 -0.1 0.0 -0.01
C -3.8674 -2.1960 -3.0091 -0.1 0.0 0.0 -0.09
C -2.5179 -1.8347 -2.9738 0.1 0.1 -0.1 -0.10
C -1.7681 -1.9710 -1.8266 0.0 -0.1 0.0 -0.05
C -2.3859 -2.4651 -0.6748 -0.4 -0.2 0.0 -0.12
C 1.4738 -1.3194 1.6847 0.0 -0.4 0.3 -0.47
O 1.7071 -1.4076 2.8609 0.0 0.0 -0.1 0.13
O 2.3912 -1.3069 0.7120 -0.1 0.0 -0.4 0.02
C 3.7564 -1.2091 1.1063 0.6 0.2 0.4 -0.14
C 4.2497 0.2444 0.9471 -0.4 -0.1 -0.1 -0.18
N 5.4909 0.5661 1.6109 0.1 0.0 0.0 -0.28
C 5.4029 0.5769 3.0556 0.1 0.0 -0.1 -0.10
C 6.6219 -0.2042 1.1440 0.0 0.1 0.1 -0.11
C -1.1987 1.7943 -1.4208 0.1 0.1 0.1 -0.01
C -1.7050 2.8586 -2.1317 -0.1 0.2 -0.1 0.01
H -2.2127 7.0737 -2.9878 0.1 0.0 0.1 0.09
H -0.5942 6.7021 -2.3452 0.0 0.0 0.0 0.10
H -2.0032 6.7621 -1.2472 0.0 0.0 0.0 0.10
H -0.2683 5.3992 -0.4010 0.0 0.1 0.0 0.10
H 0.6339 3.4882 0.8409 0.1 0.0 0.1 0.12
H -1.2178 -0.3841 -0.1044 0.1 0.2 0.0 0.11
H -0.2401 -3.2833 1.8929 0.2 0.0 0.0 0.13
H -3.0560 -3.7163 2.2965 0.0 -0.1 0.2 0.13
H -6.1422 -3.1659 0.7343 0.0 -0.1 0.0 0.10
H -5.6420 -4.7587 0.1322 0.0 0.0 0.1 0.10
H -5.3512 -4.3191 1.8265 0.0 0.0 0.0 0.09
H -5.5255 -3.0413 -1.9437 -0.1 0.0 0.0 0.11
H -4.4224 -2.0696 -3.9266 -0.1 0.0 -0.1 0.10
H -2.0553 -1.4501 -3.8710 0.1 0.0 -0.1 0.10
H -0.7145 -1.7313 -1.8268 0.1 0.0 0.0 0.12
H 4.3089 -1.8970 0.4611 -0.1 0.0 0.1 0.13
H 3.8397 -1.5240 2.1513 0.1 0.0 -0.2 0.12
H 3.4689 0.8992 1.3408 0.1 -0.1 -0.1 0.11
H 4.3674 0.4631 -0.1185 -0.1 0.0 0.0 0.12
H 5.3482 -0.4271 3.5010 0.0 0.0 0.1 0.08
H 6.2877 1.0761 3.4523 0.0 0.0 0.1 0.08
H 4.5201 1.1372 3.3547 0.0 0.0 0.1 0.09
H 6.6536 -0.1715 0.0561 0.1 0.0 -0.1 0.08
H 6.5980 -1.2567 1.4658 0.0 -0.1 0.0 0.08
H 7.5354 0.2484 1.5308 0.1 -0.1 0.0 0.08
H -1.4521 0.7954 -1.7443 0.0 -0.1 0.0 0.09
H -2.3536 2.7009 -2.9789 -0.1 0.0 -0.1 0.12

=====

[2]
67
Properties=species:S:1:pos:R:3:forces:R:3:lowdin_charge:R:1 method="wB97M-V/def2-TZVPD" total_charge=+2 gap_ev="8.088 / 7.926" spin_multiplicity=4 e_homo_ev="-13.11 / -13.12"
Co 0.7313 -0.9498 -1.1062 0.2 0.0 -0.3 0.39
I 1.4633 -2.7822 -2.8992 0.1 0.1 0.0 1.15
C 2.0963 -1.2050 -4.1716 0.0 0.0 -0.2 -0.55
C 1.5060 -1.2657 -5.4045 -0.1 -0.1 0.1 -0.15
C 2.0121 -0.5178 -6.4805 0.1 0.1 0.0 -0.04
C 3.1649 0.1854 -6.3083 0.0 0.0 0.0 0.00
C 3.7899 0.2634 -5.0402 0.0 0.0 0.0 -0.15
C 5.0219 0.9527 -4.9260 0.0 0.0 0.0 0.00
C 5.6645 1.0594 -3.7295 0.0 0.0 -0.1 -0.03
C 5.0165 0.5918 -2.5762 -0.1 0.0 0.0 -0.07
C 3.8027 -0.0566 -2.6256 0.1 0.0 0.0 -0.30
P 2.9376 -0.0851 -1.0306 -0.3 -0.1 0.0 1.01
C 4.0601 -0.8126 0.1860 0.0 0.0 0.0 -0.36
C 4.9466 -0.0335 0.9276 0.0 0.0 0.0 -0.09
C 5.8250 -0.6387 1.8139 0.0 0.0 0.0 -0.05
C 5.8244 -2.0181 1.9620 0.0 0.0 0.0 -0.05
C 4.9438 -2.7987 1.2257 0.0 0.0 0.0 -0.06
C 4.0618 -2.1990 0.3418 0.0 0.0 0.0 -0.10
C 2.6984 1.6509 -0.5740 0.0 0.0 0.0 -0.37
C 2.7460 2.6750 -1.5141 0.0 0.0 0.0 -0.06
C 2.4170 3.9716 -1.1419 0.0 0.0 0.0 -0.05
C 2.0378 4.2499 0.1613 0.0 0.0 0.0 -0.05
C 1.9800 3.2283 1.1017 0.0 0.0 0.0 -0.06
C 2.2983 1.9321 0.7355 0.0 0.0 0.0 -0.12
C 3.2062 -0.3540 -3.8949 0.1 0.0 0.1 -0.20
H 0.6669 -1.9264 -5.5747 0.0 0.0 0.0 0.09
H 1.5206 -0.5652 -7.4415 0.0 0.0 0.0 0.12
H 3.6303 0.6985 -7.1397 0.0 0.0 0.0 0.13
H 5.4495 1.3796 -5.8242 0.0 0.0 0.0 0.13
H 6.6226 1.5529 -3.6491 0.0 0.0 0.0 0.12
H 5.4642 0.8056 -1.6125 0.0 0.0 0.0 0.11
H 4.9500 1.0438 0.8187 0.0 0.0 0.0 0.11
H 6.5132 -0.0315 2.3861 0.0 0.0 0.0 0.12
H 6.5136 -2.4870 2.6513 0.0 0.0 0.0 0.12
H 4.9484 -3.8746 1.3378 0.0 0.0 0.0 0.11
H 3.3863 -2.8154 -0.2409 0.0 0.0 0.0 0.06
H 3.0378 2.4717 -2.5361 0.0 0.0 0.0 0.11
H 2.4592 4.7648 -1.8758 0.0 0.0 0.0 0.12
H 1.7867 5.2621 0.4474 0.0 0.0 0.0 0.12
H 1.6936 3.4458 2.1221 0.0 0.0 0.0 0.11
H 2.2692 1.1427 1.4802 0.0 0.0 0.0 0.10
N -0.4929 -1.2777 0.5336 0.1 0.1 0.1 0.02
C -1.8812 -1.0253 0.0445 0.0 0.2 -0.1 -0.26
C -2.8081 -0.5212 1.1444 0.1 0.0 0.0 -0.15
C -3.4050 -1.5708 2.0854 -0.1 0.1 0.1 -0.17
C -4.6874 -2.2164 1.5425 0.1 0.1 0.1 -0.14
N -4.4903 -3.3719 0.6559 -0.1 0.0 0.0 0.10
C -4.4048 -4.6308 1.0749 0.0 0.0 -0.1 -0.43
N -4.4258 -5.6306 0.1890 0.0 0.0 0.0 0.21
N -4.2540 -4.9034 2.3680 0.0 0.0 0.0 0.23
C -1.8467 -0.0172 -1.1475 -0.2 -0.2 0.1 -0.60
O -2.8704 0.5469 -1.4420 0.0 0.0 0.0 0.10
O -0.7099 0.0713 -1.7665 0.1 0.0 0.0 -0.13
H -0.4372 -2.1077 1.1151 0.0 0.0 -0.1 0.11
H -0.2365 -0.4999 1.1429 0.0 -0.1 0.1 0.11
H -2.2360 -1.9611 -0.3977 0.0 0.0 0.1 0.15
H -3.6147 0.0363 0.6669 0.0 0.0 0.0 0.12
H -2.2527 0.2265 1.7200 0.0 -0.1 0.1 0.13
H -3.6879 -1.0623 3.0096 0.0 0.0 0.0 0.12
H -2.6760 -2.3330 2.3819 0.0 0.0 -0.1 0.11
H -5.2411 -1.4802 0.9616 0.0 0.0 0.0 0.14
H -5.3555 -2.5139 2.3531 0.0 -0.1 0.0 0.13
H -4.6621 -3.2344 -0.3279 0.0 0.0 0.0 0.16
H -4.7071 -5.4684 -0.7636 0.0 0.0 0.0 0.13
H -4.4032 -6.5897 0.4929 0.0 0.0 0.0 0.14
H -4.2284 -4.1709 3.0558 0.0 0.0 0.0 0.12
H -4.2681 -5.8523 2.7028 0.0 0.0 0.0 0.14

=====

[3]
17
Properties=species:S:1:pos:R:3:forces:R:3:lowdin_charge:R:1 method="wB97M-V/def2-TZVPD" gap_ev=10.484 de_lowest_kcal_mol=52.4 smiles="C[C@@H](CNO)C(=O)O" e_homo_ev=-9.77
C 0.5471 0.1723 1.4718 0.0 -0.2 0.4 -0.05
C 0.2251 0.4575 0.0133 -0.8 1.4 -0.7 -0.28
C -0.4846 -0.6551 -0.7315 0.8 -1.7 -0.2 -0.17
N 0.2940 -1.9705 -0.6724 -0.5 1.1 -0.3 -0.08
O 1.6488 -1.7071 -1.1122 0.0 -0.4 0.7 -0.11
C -0.6715 1.7508 -0.0841 1.2 0.5 0.4 -0.48
O -0.2486 2.8839 -0.2201 -0.1 -1.2 0.0 0.09
O -1.9879 1.5437 0.1129 -0.1 0.2 -0.1 0.10
H 1.4624 -0.4238 1.5472 -0.2 0.1 0.0 0.08
H 0.7056 1.0995 2.0326 0.0 -0.1 -0.1 0.09
H -0.2601 -0.3830 1.9588 0.1 0.1 -0.1 0.09
H 1.1445 0.7247 -0.5216 -0.3 0.0 0.1 0.14
H -1.4633 -0.8691 -0.2889 0.2 0.0 0.0 0.12
H -0.6355 -0.3835 -1.7819 0.0 0.2 0.1 0.12
H -0.0658 -2.5537 -1.4354 0.0 0.2 0.4 0.10
H 2.1684 -2.1298 -0.3994 -0.3 0.4 -0.6 0.10
H -2.3787 2.4431 0.1108 0.1 -0.5 0.0 0.14

=====

[4]
54
Properties=species:S:1:pos:R:3:forces:R:3:lowdin_charge:R:1 method="wB97M-V/def2-TZVPD" gap_ev=9.067 smiles=O[C@H](CNC[C@@H](O)[C@H]1CCc2cc(F)ccc2O1)[C@@H]1CCc2cc(F)ccc2O1 e_homo_ev=-8.40
O -0.1487 0.9050 0.0139 0.2 0.1 -0.1 -0.01
C -1.1547 -0.0813 0.0732 -0.5 -0.6 -0.2 -0.32
C -0.8859 -1.2280 -0.9292 -0.2 0.2 0.1 -0.15
N 0.4618 -1.7512 -0.8904 0.3 0.3 -0.1 -0.07
C 0.8338 -2.4331 0.3377 0.2 -0.2 0.0 -0.15
C 2.3211 -2.8070 0.2583 0.0 0.5 0.4 -0.32
O 2.6398 -3.3111 -1.0081 0.1 -0.1 -0.3 -0.01
C 3.2329 -1.6155 0.6620 0.2 -0.9 0.1 -0.25
C 4.6906 -1.9153 0.3321 -0.2 0.3 0.1 -0.12
C 5.5622 -0.7591 0.8050 0.0 -0.2 0.0 -0.13
C 5.0033 0.5339 0.2831 -0.2 -0.2 0.0 -0.15
C 5.8079 1.6560 0.1462 -0.2 0.3 -0.1 0.04
C 5.2774 2.8275 -0.3544 0.0 -0.1 0.0 -0.28
F 6.0768 3.9101 -0.4763 0.0 0.0 0.0 0.05
C 3.9522 2.9175 -0.7398 0.2 0.0 0.0 0.00
C 3.1461 1.8054 -0.6049 0.1 -0.3 0.1 0.01
C 3.6617 0.6170 -0.0898 0.2 0.5 -0.1 -0.20
O 2.7826 -0.4287 0.0133 -0.1 0.0 -0.2 -0.04
C -2.4881 0.6061 -0.2425 0.6 0.4 0.3 -0.28
C -2.8097 1.7139 0.7562 -0.1 -0.1 -0.3 -0.12
C -4.1107 2.3860 0.3346 0.1 0.0 0.1 -0.13
C -5.1584 1.3358 0.0890 0.2 -0.1 0.0 -0.15
C -6.5089 1.6517 0.1339 -0.3 -0.3 -0.1 0.04
C -7.4545 0.6671 -0.0681 0.1 0.1 0.0 -0.28
F -8.7658 0.9969 -0.0228 0.1 0.0 0.0 0.05
C -7.0954 -0.6474 -0.3060 -0.1 0.2 0.0 -0.01
C -5.7538 -0.9656 -0.3546 0.3 0.2 0.0 0.01
C -4.7811 0.0155 -0.1673 -0.5 0.1 0.0 -0.21
O -3.4852 -0.4014 -0.2371 0.1 -0.2 0.1 0.00
H 0.7040 0.4856 0.1988 -0.1 0.0 0.1 0.06
H -1.2192 -0.4948 1.0924 0.0 0.1 -0.1 0.15
H -1.0546 -0.8532 -1.9422 -0.1 0.0 0.0 0.13
H -1.5921 -2.0364 -0.7344 0.0 0.0 -0.1 0.13
H 1.1183 -0.9947 -1.0694 -0.1 -0.2 0.0 0.10
H 0.2283 -3.3428 0.4017 0.0 0.1 0.1 0.13
H 0.6671 -1.8464 1.2541 0.0 0.0 0.0 0.12
H 2.5373 -3.6060 0.9796 0.0 0.2 0.0 0.15
H 2.0207 -2.9095 -1.6368 -0.1 -0.1 0.0 0.09
H 3.1252 -1.4644 1.7487 0.0 0.0 -0.1 0.17
H 4.9796 -2.8502 0.8102 0.0 -0.1 0.0 0.13
H 4.7792 -2.0425 -0.7479 0.0 -0.1 0.0 0.13
H 6.5888 -0.8865 0.4581 0.0 0.0 0.0 0.12
H 5.5854 -0.7327 1.8994 0.1 0.0 0.0 0.13
H 6.8486 1.6152 0.4277 0.1 0.0 0.0 0.13
H 3.5645 3.8423 -1.1344 0.0 0.1 0.0 0.12
H 2.1078 1.8506 -0.8932 -0.2 0.0 -0.1 0.11
H -2.4192 1.0416 -1.2516 0.0 0.0 0.0 0.17
H -1.9822 2.4208 0.7794 0.0 0.0 0.0 0.12
H -2.9238 1.2699 1.7477 0.1 0.0 0.1 0.14
H -4.4532 3.0786 1.1054 0.0 0.0 -0.1 0.12
H -3.9500 2.9650 -0.5802 0.0 0.0 0.0 0.13
H -6.8238 2.6650 0.3301 -0.1 0.1 0.0 0.13
H -7.8553 -1.3979 -0.4512 -0.1 -0.1 0.0 0.12
H -5.4308 -1.9774 -0.5394 0.0 -0.1 0.0 0.12